1.
Molecular formula: C4H5FN2O
Method: DFT, the ωB97M-V functional and the def2-TZVPD basis

Structure (XYZ):
```
13
Properties=species:S:1:pos:R:3:mulliken_charge:R:1
F -2.430 -1.112 0.094 -0.241
O -0.136 -0.774 -0.169 -0.285
N -0.168 1.424 0.061 -0.234
N 1.910 0.451 -0.258 -0.579
C -1.524 1.041 0.142 -0.137
C 2.819 -0.690 0.246 -0.701
C -1.451 -0.267 -0.074 0.211
C 0.632 0.266 -0.271 0.532
H -2.286 1.855 0.261 0.351
H 0.624 2.157 0.285 0.366
H 2.620 -1.348 1.145 0.275
H 3.048 -1.592 -0.662 0.213
H 3.895 -0.098 0.604 0.229
```

LUMO in eV: 0.756
Kohn-Sham gap in eV: 8.8
Molar mass in g/mol: 116.09
Energy relative to the best compared isomer or geometry (same formula, charge and spin) in kcal/mol: 87.67

---

2.
Molecular formula: CH3N3O
Method: DFT, the ωB97M-V functional and the def2-TZVPD basis

Structure (XYZ):
```
8
Properties=species:S:1:pos:R:3:mulliken_charge:R:1
O 0.657 -0.183 0.476 -0.334
N -0.453 -0.274 -0.565 -0.162
N 2.941 0.356 -0.178 -0.403
N -1.569 0.178 0.105 -0.448
C 1.856 0.069 0.062 0.485
H -1.624 1.177 -0.138 0.287
H -1.423 -0.061 1.095 0.293
H -0.385 -1.262 -0.857 0.282
```

LUMO in eV: 0.639
Kohn-Sham gap in eV: 11.2
Molar mass in g/mol: 73.06
Energy relative to the best compared isomer or geometry (same formula, charge and spin) in kcal/mol: 89.31